(1)
15
Properties=species:S:1:pos:R:3 method="wB97M-V/def2-TZVPD" smiles="[NH3+][C@@H]1C[C@H]1N1OC1=O" total_charge=+1 orbital_gap_ev=9.13 lumo_ev=-4.12
C 2.48 2.57 -1.94
C 0.93 0.43 0.73
C 0.54 1.28 -0.40
C 0.28 -0.13 -0.44
N 1.40 1.81 -1.38
N -1.12 -0.58 -0.20
O 2.77 3.64 -2.25
O 2.82 1.35 -1.65
H 1.93 0.28 0.76
H 0.41 0.37 1.60
H -0.30 1.91 -0.26
H 0.80 -1.02 -1.04
H -1.56 0.01 0.61
H -1.29 -1.54 0.07
H -1.75 -0.43 -1.06

=====

(2)
62
Properties=species:S:1:pos:R:3 method="wB97M-V/def2-TZVPD" total_charge=+2 orbital_gap_ev=2.06 lumo_ev=-11.90
In 2.76 -2.13 -0.62
F 0.72 -0.27 -0.27
C 0.00 -3.47 3.48
C 0.46 -2.63 2.35
O 1.34 -3.08 1.61
N -0.19 -1.50 2.00
C -1.25 -0.93 2.78
H -0.81 -3.03 4.06
H 0.84 -3.68 4.14
H -0.39 -4.41 3.09
H 0.03 -1.00 1.08
H -2.14 -1.56 2.83
H -1.57 -0.02 2.28
H -1.02 -0.69 3.83
C 3.57 1.10 3.38
C 2.87 0.70 2.14
O 3.41 -0.10 1.37
N 1.64 1.19 1.85
C 0.90 2.02 2.71
H 4.10 0.23 3.78
H 2.95 1.56 4.14
H 4.43 1.74 3.14
H 1.31 0.82 0.92
H 0.93 1.63 3.73
H -0.15 2.09 2.43
H 1.24 3.06 2.74
C 4.08 2.72 -2.32
C 3.14 1.65 -1.98
O 3.49 0.45 -1.89
N 1.81 1.98 -1.87
C 1.31 3.24 -1.38
H 4.51 3.20 -1.43
H 3.60 3.53 -2.88
H 4.92 2.35 -2.90
H 1.19 1.20 -1.67
H 0.82 3.11 -0.40
H 0.51 3.62 -2.03
H 2.08 3.99 -1.26
C -0.66 -5.23 -3.05
C -0.63 -3.96 -2.25
O 0.43 -3.52 -1.82
N -1.78 -3.28 -2.04
C -1.91 -2.18 -1.11
H 0.35 -5.54 -3.25
H -1.09 -5.10 -4.05
H -1.27 -5.96 -2.52
H -2.62 -3.72 -2.39
H -1.22 -2.24 -0.27
H -2.96 -2.21 -0.84
H -1.66 -1.25 -1.63
F -4.06 0.78 0.76
C -3.78 1.52 -0.30
C -2.49 1.54 -0.79
C -2.23 2.17 -1.98
C -3.28 2.77 -2.70
C -4.58 2.71 -2.19
C -4.83 2.13 -0.99
H -1.70 0.96 -0.32
H -1.23 2.25 -2.39
H -3.06 3.35 -3.58
H -5.34 3.28 -2.71
H -5.80 2.07 -0.52

=====

(3)
23
Properties=species:S:1:pos:R:3 method="wB97M-V/def2-TZVPD" smiles=Cc1ccccc1.CC total_charge=0 orbital_gap_ev=10.05 lumo_ev=1.04
C -2.05 -1.78 -0.37
C -1.42 1.66 1.01
C -2.03 0.62 0.32
C -0.18 1.50 1.63
C -1.44 -0.65 0.40
C 0.42 0.27 1.61
C -0.24 -0.85 1.09
H -1.90 2.63 1.06
H -2.93 0.72 -0.26
H 0.21 2.34 2.19
H 1.31 -0.01 2.17
H -2.86 -2.33 0.13
H -1.33 -2.55 -0.64
H 0.16 -1.86 1.12
H -2.56 -1.43 -1.27
C 2.08 0.97 -1.06
C 2.10 -0.53 -1.43
H 2.65 1.44 -1.86
H 1.12 1.45 -0.91
H 2.67 1.07 -0.16
H 3.05 -0.90 -1.82
H 1.67 -1.04 -0.58
H 1.52 -0.71 -2.35

=====

(4)
33
Properties=species:S:1:pos:R:3 method="wB97M-V/def2-TZVPD" smiles="C#C[C@@H]1C(=O)O[C@H]([PH2]=O)[C@@H]1CCCCS(=O)(=O)O" total_charge=0 orbital_gap_ev=10.03 lumo_ev=0.18
C 2.37 -0.77 2.56
C 2.80 -0.46 1.49
C 3.06 -0.40 0.04
C 3.45 1.04 -0.42
O 4.22 1.69 0.20
O 2.75 1.38 -1.54
C 1.42 0.79 -1.38
P 0.53 2.02 -0.27
O 1.31 3.25 -0.02
C 1.78 -0.61 -0.85
C 0.68 -1.53 -0.32
C -0.68 -1.46 -1.10
C -1.90 -1.38 -0.13
C -2.78 -0.12 -0.37
S -2.97 0.91 1.10
O -2.79 2.28 0.68
O -2.05 0.58 2.14
O -4.46 0.64 1.62
H 1.95 -1.13 3.47
H 3.71 -1.23 -0.27
H 1.00 0.89 -2.39
H -0.64 2.42 -0.99
H 0.15 1.46 0.97
H 2.20 -1.11 -1.73
H 1.06 -2.56 -0.40
H 0.47 -1.39 0.75
H -0.72 -0.64 -1.82
H -0.76 -2.38 -1.68
H -2.54 -2.25 -0.35
H -1.62 -1.47 0.92
H -3.79 -0.44 -0.66
H -2.40 0.49 -1.19
H -4.82 1.47 1.96

=====

(5)
15
Properties=species:S:1:pos:R:3 method="wB97M-V/def2-TZVPD" total_charge=0 orbital_gap_ev="7.64 / 7.12" lumo_ev="0.82 / 0.81"
C -0.91 0.94 -0.39
C 2.02 0.98 -0.71
O 1.71 -0.34 -0.78
C 0.65 -0.90 -0.34
N -0.32 -0.20 0.33
C -1.26 -1.02 1.06
H -0.34 1.15 -1.30
H -1.94 0.71 -0.66
H -0.89 1.84 0.23
H 3.07 1.10 -0.94
H 1.60 1.49 0.15
H 0.58 -1.97 -0.51
H -1.79 -1.73 0.41
H -2.01 -0.37 1.53
H -0.75 -1.58 1.85

=====

(6)
73
Properties=species:S:1:pos:R:3 method="wB97M-V/def2-TZVPD" total_charge=+2 orbital_gap_ev="3.09 / 3.08" lumo_ev="-8.81 / -8.82"
Mo -0.45 -1.45 -2.47
C -3.87 0.93 -3.78
C -3.21 -0.35 -3.41
O -2.00 -0.30 -3.07
C -3.91 -1.57 -3.45
C -3.36 -2.78 -3.16
C -4.17 -4.02 -3.29
N -2.03 -2.91 -2.73
N -1.73 -4.18 -2.52
C -0.49 -4.30 -2.04
O 0.17 -3.21 -1.79
C 0.08 -5.59 -1.80
C 1.43 -5.67 -1.40
C 1.99 -6.91 -1.19
C 1.22 -8.06 -1.38
C -0.11 -7.98 -1.78
C -0.69 -6.75 -2.00
H -3.98 1.53 -2.88
H -4.84 0.77 -4.24
H -3.22 1.49 -4.46
H -4.95 -1.55 -3.76
H -5.18 -3.77 -3.63
H -4.23 -4.55 -2.34
H -3.71 -4.71 -4.00
H 2.01 -4.77 -1.28
H 3.03 -7.00 -0.89
H 1.67 -9.03 -1.22
H -0.68 -8.89 -1.93
H -1.72 -6.67 -2.31
C 2.63 7.34 7.82
O 2.63 7.57 6.41
C 2.27 6.58 5.59
C 2.29 6.87 4.23
C 1.94 5.91 3.31
C 1.54 4.63 3.73
C 1.53 4.35 5.09
C 1.88 5.31 6.03
C 1.17 3.65 2.72
N 1.24 3.83 1.42
C 0.81 2.67 0.87
C 0.47 1.74 1.84
N 0.72 2.39 3.02
C -0.03 0.45 1.53
C -0.43 -0.53 2.45
C -0.91 -1.74 2.00
C -0.99 -1.97 0.63
N -0.61 -1.06 -0.27
C -0.14 0.14 0.16
C 0.22 1.08 -0.85
N 0.07 0.68 -2.14
C 0.34 1.54 -3.11
C 0.81 2.83 -2.86
C 0.99 3.24 -1.56
C 0.68 2.35 -0.52
H 2.95 8.27 8.27
H 3.33 6.54 8.08
H 1.63 7.09 8.17
H 2.60 7.86 3.92
H 1.96 6.13 2.25
H 1.24 3.37 5.46
H 1.86 5.06 7.08
H 0.59 2.03 3.95
H -0.36 -0.35 3.52
H -1.23 -2.51 2.68
H -1.36 -2.91 0.25
H 0.21 1.20 -4.13
H 1.04 3.48 -3.69
H 1.36 4.23 -1.32
O 1.61 -1.30 -2.14
S 2.27 -1.40 -3.51
O 2.86 -0.17 -3.92
O 2.92 -2.65 -3.71
S 0.36 -1.55 -4.54

=====

(7)
62
Properties=species:S:1:pos:R:3 method="wB97M-V/def2-TZVPD" total_charge=-1 orbital_gap_ev=10.17 lumo_ev=2.11
O -2.97 2.50 -0.92
H 0.08 4.45 -0.52
H -2.20 2.11 -0.66
O 0.16 4.04 0.38
H 2.07 1.76 3.12
H -2.01 1.60 3.68
O 4.20 -1.71 -2.94
H 0.21 1.05 1.32
H 2.36 -1.89 3.86
O -0.59 1.84 1.42
H 1.03 -2.28 3.11
H 0.65 1.15 -0.42
O 0.22 1.30 -1.30
H -0.35 0.60 -1.34
H 1.43 -2.36 -0.97
O -0.73 -4.24 -0.64
H 1.52 0.03 1.76
H -0.89 -5.19 -0.70
O 1.16 0.11 0.81
H -4.65 -2.15 1.83
H -1.39 -3.74 2.89
O 2.61 1.22 -2.68
H -0.39 2.75 1.67
H -1.65 -3.93 -0.66
O -3.15 -3.07 -1.62
H 2.40 1.82 -1.96
H 0.35 3.12 0.43
O 0.91 -1.48 -1.19
H 3.66 -2.00 -2.19
H -2.54 1.84 2.34
O -1.92 -0.66 0.04
H 1.77 -1.88 -3.99
H -1.25 -0.46 0.73
O 1.39 4.71 -1.89
H 3.73 -1.07 -3.35
H 1.68 5.32 -1.19
O 1.53 -2.48 3.88
H -3.78 -2.68 -1.06
H -2.42 -2.48 -1.90
O 3.16 1.43 1.33
H 2.44 1.03 0.92
H 3.87 1.39 0.74
O -4.81 -1.62 1.00
H -0.31 3.40 -3.35
H 1.50 3.88 -1.73
O 1.53 -1.11 -4.46
H 1.23 -0.70 -0.59
O -2.91 1.66 3.24
H -3.02 2.41 -1.87
H 1.41 -0.47 -3.85
O -1.59 -3.65 3.79
H -0.36 -2.45 0.56
H -1.56 -2.68 3.94
O -0.42 -3.00 1.39
H -0.35 2.00 -3.55
H 0.30 -3.72 1.39
O -0.87 2.76 -3.66
H 1.81 0.78 -2.84
H -4.08 -1.43 0.45
O 2.13 1.11 4.00
H 1.23 1.36 4.14
H -2.56 0.08 -0.13

=====

(8)
51
Properties=species:S:1:pos:R:3 method="wB97M-V/def2-TZVPD" total_charge=+1 orbital_gap_ev=8.27 lumo_ev=-4.00
C 3.91 -3.19 -0.24
C 2.78 -2.65 0.63
O 3.03 -1.97 1.53
N 1.35 -2.94 0.34
C 1.19 -4.36 -0.06
C 1.27 -4.87 -1.49
O 1.03 -5.10 0.81
S 0.69 -1.85 -0.83
C 1.23 -0.17 -0.35
C 2.57 0.27 -0.97
O 2.50 0.61 -2.33
C 2.65 -0.49 -3.20
C 3.26 -0.09 -4.54
F 2.68 1.02 -4.96
F 2.94 -1.03 -5.42
F 4.54 0.08 -4.48
P -1.46 -1.73 -0.74
C -2.19 -3.08 -1.77
O -1.87 -2.10 0.80
H 4.25 -4.16 0.16
H 3.63 -3.31 -1.29
H 4.77 -2.52 -0.22
H 1.25 -5.96 -1.44
H 2.18 -4.60 -2.02
H 0.42 -4.58 -2.13
H 0.44 0.55 -0.57
H 1.33 -0.18 0.75
H 2.84 1.20 -0.44
H 3.39 -0.43 -0.74
H 3.18 -1.34 -2.74
H 1.64 -0.87 -3.43
H -2.54 -2.69 -2.73
H -3.08 -3.42 -1.21
H -1.56 -3.96 -1.91
H -2.57 -1.44 1.03
Cl -3.90 0.09 1.58
C -2.51 1.18 1.87
C -2.84 2.27 2.85
Cl -4.00 3.44 2.18
H -2.19 1.58 0.91
H -1.70 0.56 2.27
H -1.94 2.83 3.10
H -3.26 1.87 3.77
Cl -1.75 6.33 3.67
C -3.15 7.12 2.90
C -4.23 7.47 3.89
Cl -5.03 6.02 4.54
H -3.52 6.46 2.12
H -2.78 8.03 2.42
H -5.00 8.06 3.40
H -3.84 8.04 4.73

=====

(9)
72
Properties=species:S:1:pos:R:3 method="wB97M-V/def2-TZVPD" total_charge=-1 orbital_gap_ev=2.27 lumo_ev=0.84
C 5.49 1.15 3.49
C 5.57 0.36 2.20
O 6.16 -0.72 2.22
N 5.02 0.86 1.02
C 4.76 2.29 1.02
C 3.89 0.07 0.45
C 3.21 -0.92 1.37
C 2.12 -1.70 0.57
C 0.68 -1.28 0.87
C -0.33 -2.36 0.42
C -1.37 -2.64 1.49
C -2.59 -1.69 1.47
C -3.45 -1.88 2.72
C -4.53 -0.84 2.89
S -5.87 -1.18 1.71
C -6.68 0.34 1.62
N -7.51 0.85 2.45
N -7.87 2.07 1.97
C -7.24 2.24 0.86
O -6.46 1.18 0.59
H 5.34 0.46 4.31
H 6.47 1.60 3.64
H 4.77 1.95 3.48
H 5.66 2.81 1.36
H 4.61 2.61 0.00
H 3.93 2.60 1.66
H 3.13 0.79 0.17
H 4.20 -0.40 -0.47
H 2.71 -0.40 2.18
H 3.90 -1.66 1.75
H 2.23 -2.76 0.70
H 2.29 -1.51 -0.49
H 0.46 -0.38 0.29
H 0.54 -1.10 1.94
H -0.88 -2.00 -0.45
H -1.77 -3.65 1.35
H -0.91 -2.64 2.48
H -2.20 -0.68 1.41
H -3.16 -1.95 0.59
H -3.92 -2.86 2.66
H -2.80 -1.89 3.59
H -4.96 -0.86 3.89
H -4.12 0.16 2.74
H -7.26 3.11 0.24
C -4.55 3.54 -1.88
C -4.47 4.14 -3.13
C -3.93 5.41 -3.25
C -3.49 6.06 -2.11
C -3.57 5.48 -0.86
C -4.11 4.21 -0.75
N -2.90 7.40 -2.24
O -2.86 7.90 -3.35
O -2.49 7.94 -1.23
H -4.97 2.54 -1.79
H -4.82 3.62 -4.01
H -3.86 5.89 -4.22
H -3.21 6.00 0.02
H -4.17 3.73 0.22
C 5.45 -4.84 -3.64
C 4.94 -5.47 -2.51
C 3.68 -5.14 -2.03
C 2.94 -4.18 -2.70
C 3.44 -3.54 -3.82
C 4.70 -3.87 -4.29
N 1.61 -3.85 -2.21
O 1.22 -4.41 -1.21
O 0.97 -2.99 -2.84
H 6.44 -5.10 -4.01
H 5.53 -6.22 -2.00
H 3.28 -5.63 -1.16
H 2.85 -2.79 -4.32
H 5.10 -3.38 -5.16

=====

(10)
86
Properties=species:S:1:pos:R:3 method="wB97M-V/def2-TZVPD" total_charge=0 orbital_gap_ev=9.47 lumo_ev=-0.32
N -2.79 -3.91 2.01
B -1.51 -3.29 1.81
O -0.48 -3.56 2.68
N -1.33 -2.37 0.61
C -1.32 -0.99 0.88
O -2.27 -0.34 1.24
C 0.06 -0.46 0.68
C 0.58 0.81 0.88
C 1.92 1.00 0.60
C 2.74 -0.05 0.16
C 2.21 -1.32 -0.05
C 0.86 -1.49 0.20
C -0.03 -2.69 0.06
O 0.21 -3.75 -0.43
H -2.67 -4.72 2.61
H -3.46 -3.28 2.44
H 0.15 -2.84 2.74
H -0.07 1.61 1.23
H 2.36 1.98 0.72
H 3.80 0.13 -0.02
H 2.81 -2.16 -0.39
C -0.57 -0.96 -3.98
Cl 0.01 0.52 -4.76
Cl 0.01 -2.38 -4.83
Cl -0.06 -1.00 -2.29
H -1.66 -0.95 -4.01
C -6.59 -2.64 3.65
Cl -4.94 -2.02 3.60
Cl -6.63 -4.29 4.27
Cl -7.62 -1.58 4.61
H -6.97 -2.65 2.64
C -9.44 -1.38 0.66
Cl -7.86 -0.63 0.91
Cl -9.77 -1.56 -1.06
Cl -9.53 -2.94 1.48
H -10.19 -0.73 1.09
C -0.87 3.63 4.13
Cl -0.75 5.38 3.95
Cl -1.66 2.91 2.72
Cl 0.73 2.93 4.37
H -1.47 3.42 5.00
C 6.90 -0.64 1.25
Cl 5.18 -1.04 1.14
Cl 7.85 -2.05 1.73
Cl 7.48 0.01 -0.28
H 7.02 0.12 2.01
C 4.38 4.45 6.05
Cl 4.21 4.64 7.80
Cl 4.63 2.75 5.63
Cl 2.97 5.09 5.21
H 5.25 5.01 5.73
C 4.27 -2.13 -5.73
Cl 3.97 -1.95 -4.00
Cl 4.61 -3.82 -6.12
Cl 2.90 -1.52 -6.66
H 5.14 -1.55 -5.98
C -2.48 7.96 6.59
Cl -4.22 7.72 6.40
Cl -1.69 6.45 7.06
Cl -1.78 8.59 5.10
H -2.32 8.68 7.37
C 1.18 10.11 7.16
Cl 0.17 10.11 8.60
Cl 1.70 8.47 6.76
Cl 0.32 10.84 5.80
H 2.06 10.71 7.36
C 4.47 -3.60 -10.59
Cl 3.56 -2.74 -9.35
Cl 6.20 -3.46 -10.28
Cl 3.99 -5.30 -10.66
H 4.26 -3.15 -11.55
C -12.00 -0.19 3.85
Cl -11.88 1.55 3.59
Cl -12.70 -0.98 2.43
Cl -10.42 -0.87 4.23
H -12.66 -0.36 4.68
C 0.60 -4.92 -9.04
Cl -0.48 -3.60 -9.50
Cl 1.05 -4.80 -7.34
Cl -0.14 -6.49 -9.38
H 1.50 -4.84 -9.63
C 9.76 -2.93 -8.15
Cl 11.39 -2.26 -8.18
Cl 9.79 -4.62 -7.64
Cl 8.71 -1.98 -7.10
H 9.36 -2.89 -9.16